# 1
DFT (ωB97M-V/def2-TZVPD) results for C35H40N2O4S in the gas phase in a non-equilibrium geometry.

XYZ file:
```
82
Properties=species:S:1:pos:R:3:mulliken_charge:R:1
C -0.9274 3.5080 -3.6228 -0.670
C -0.1711 2.2657 -3.9716 -0.492
O 0.0358 1.5192 -2.7641 -0.124
C 0.2914 0.2142 -2.9796 -0.058
O 0.2068 -0.2992 -4.0784 -0.623
C 0.6560 -0.5438 -1.6935 -0.542
C -0.6274 -0.9503 -0.9882 0.234
C -1.5095 0.3031 -0.8636 0.040
C -2.6700 0.4686 -1.6318 -0.608
C -3.3900 1.6591 -1.5908 0.644
C -2.9718 2.6971 -0.7096 0.237
C -1.8305 2.4961 0.1104 -0.428
C -1.0874 1.3309 -0.0303 -1.225
C -1.3593 3.5428 1.0514 -0.604
C -2.3629 4.6772 1.2399 -0.893
C -2.9630 5.0739 -0.0922 -0.701
N -3.5629 3.9344 -0.7599 -0.078
C -4.4427 4.3035 -1.8497 -0.549
C -5.3435 3.1483 -2.2333 -0.954
C -4.5380 1.8786 -2.5154 -0.747
C -0.3465 -1.7237 0.3180 -0.960
C -0.0946 -3.1047 0.2727 -1.040
C 0.4953 -3.7638 1.3451 1.027
C 0.8188 -3.0222 2.5198 0.086
C 0.3516 -1.6868 2.6419 0.647
C -0.3542 -1.1246 1.5800 -0.932
C 0.6374 -0.9094 3.8795 -0.776
C 1.9512 -1.3538 4.5132 -0.642
C 1.9499 -2.8531 4.7033 -0.735
N 1.6479 -3.5505 3.4711 0.260
C 1.9559 -4.9600 3.5057 -0.685
C 2.0872 -5.5432 2.1158 -0.781
C 0.8661 -5.2059 1.2564 -0.880
S 1.9237 -1.8537 -2.2378 1.358
O 1.5248 -3.1543 -1.7446 -0.589
O 2.4231 -1.7059 -3.5779 -0.729
C 3.3473 -1.3591 -1.2532 -0.443
C 4.4496 -0.7854 -1.8838 -0.345
C 5.5949 -0.5120 -1.1339 -0.654
C 5.6307 -0.8173 0.2305 -0.545
C 4.5074 -1.3649 0.8638 -0.615
C 3.3578 -1.6312 0.1157 0.421
H -0.9474 4.1908 -4.4750 0.531
H -1.9682 3.2718 -3.3756 -0.144
H -0.4811 4.0289 -2.7702 0.228
H -0.7053 1.6671 -4.7122 0.362
H 0.8319 2.4933 -4.3379 0.287
H 1.2696 0.0818 -1.0139 0.625
H -1.1362 -1.6370 -1.6720 0.929
H -3.0135 -0.3546 -2.2681 0.428
H -0.1721 1.2013 0.5528 0.943
H -0.4119 3.9515 0.6676 0.306
H -1.1253 3.0884 2.0228 0.278
H -1.8720 5.5453 1.6842 0.391
H -3.1572 4.3553 1.9211 0.318
H -2.1869 5.5370 -0.7331 0.259
H -3.7528 5.8209 0.0436 0.445
H -5.0289 5.1658 -1.5071 0.448
H -3.8550 4.6478 -2.7255 0.207
H -6.0552 2.9607 -1.4226 0.321
H -5.9197 3.4412 -3.1143 0.379
H -4.1605 1.9281 -3.5498 0.283
H -5.2095 1.0126 -2.4826 0.464
H -0.4127 -3.6828 -0.5942 0.465
H -0.9387 -0.2207 1.7459 1.107
H -0.1830 -1.0420 4.6038 0.309
H 0.6811 0.1571 3.6350 0.307
H 2.0880 -0.8764 5.4832 0.403
H 2.7929 -1.0618 3.8754 0.121
H 1.2228 -3.1401 5.4826 0.277
H 2.9306 -3.2028 5.0451 0.416
H 1.1804 -5.5038 4.0726 0.276
H 2.8933 -5.0775 4.0578 0.399
H 2.9890 -5.1501 1.6308 0.233
H 2.1989 -6.6263 2.1956 0.396
H 1.0741 -5.4452 0.2074 0.371
H 0.0141 -5.8326 1.5695 0.319
H 4.3972 -0.5613 -2.9476 0.478
H 6.4594 -0.0725 -1.6323 0.379
H 6.5397 -0.6434 0.8041 0.393
H 4.5160 -1.6107 1.9292 0.399
H 2.4560 -2.0473 0.5755 0.356
```

As for the SMILES: CCOC(=O)[C@@H](C(c1cc2c3c(c1)CCCN3CCC2)c1cc2c3c(c1)CCCN3CCC2)S(=O)(=O)c1ccccc1. The LUMO energy is 0.635 eV. For the HOMO energy, the calculation gives -7.01 eV. The total energy is -58949.7818 eV. The HOMO-LUMO gap comes out at 0.281 Ha.



# 2
DFT (ωB97M-V/def2-TZVPD) results for a molecular structure, CH2P2S3 in a non-equilibrium geometry.

XYZ file:
```
8
Properties=species:S:1:pos:R:3:mulliken_charge:R:1
C 0.9076 0.4028 0.0810 -0.623
P -0.2825 0.3964 1.4203 0.114
P -0.2416 0.4381 -1.4558 0.208
S -1.3295 1.6434 -0.0785 -0.196
S -1.3491 -1.4630 1.0839 -0.110
S -1.2285 -1.3891 -1.0778 -0.098
H 1.8550 0.9670 0.2223 0.468
H 1.6686 -0.9956 -0.1953 0.236
```

The LUMO energy is -0.345 eV. For the HOMO energy, the calculation gives -8.91 eV. The total energy is -52151.7458 eV. The HOMO-LUMO gap comes out at 0.315 Ha. The value obtained for the energy above the lowest of the compared OMol25 structures with the same formula, charge and spin is 188.60 kJ/mol.



# 3
DFT (ωB97M-V/def2-TZVPD) results for 2 unconnected molecules or ions with the total composition CH7N4O in a non-equilibrium geometry.

XYZ file:
```
13
Properties=species:S:1:pos:R:3:mulliken_charge:R:1
C -1.4581 -0.2401 -0.2463 0.689
N -2.5850 -0.2155 0.3939 -0.350
N -1.4558 0.1457 -1.5120 -0.414
N 3.8654 0.4380 0.6443 0.115
N -0.3199 -0.5963 0.2389 -0.644
O 3.4162 0.2790 -0.4627 -0.020
H -3.3545 0.2745 0.0814 0.159
H -2.6440 -0.6653 1.2073 0.152
H -2.3709 0.3924 -1.9381 0.185
H -0.6150 0.1319 -2.0364 0.206
H 3.4095 1.3140 1.2340 0.392
H 4.3942 -0.2397 1.2215 0.353
H -0.2822 -1.0185 1.1743 0.178
```

The LUMO energy (alpha / beta) is -8.389 / -8.386 eV. Its total charge is +1. For the HOMO energy (alpha / beta), the calculation gives -11.61 / -11.61 eV. The total energy is -9146.7470 eV. The HOMO-LUMO gap (alpha / beta) comes out at 0.118 / 0.119 Ha. The value obtained for the energy above the lowest of the compared OMol25 structures with the same formula, charge and spin is 318.05 kJ/mol.



Number 3 is which compound? CH7N4O